The following is a quantum chemistry calculation of a structure of composition C27H29FN5SSiTi, from the Open Molecules 2025 dataset.

Calculated values
LUMO energy	-4.06	eV
orbital gap	0.2344	Ha
strongest force on any atom	0.75	eV/Å
energy relative to the best compared isomer or geometry (same formula, charge and spin)	60.4	kJ/mol
total charge	+1
calculated total energy	-80463.89992	eV

The geometry in XYZ format:
```
65
C27H29FN5SSiTi | the Open Molecules 2025 dataset | ωB97M-V with the def2-TZVPD basis set
Ti -0.64 -1.79 0.36
S -1.83 -1.85 2.51
Si 1.41 -0.46 -2.12
F 0.99 -2.12 1.89
N -1.97 -0.52 -0.90
N -0.36 0.41 2.54
N -0.75 0.21 1.23
N 1.03 -0.99 -0.46
N -0.69 -0.60 4.57
C 0.04 3.21 1.33
C 0.16 -0.87 -3.46
C 2.08 -1.29 1.68
C -1.18 1.21 0.56
C 2.05 -0.66 0.44
C -1.48 -4.06 0.82
C -2.34 4.63 1.60
C -2.35 1.74 -1.59
C -3.34 -0.05 -2.81
C -1.18 2.61 1.02
C -3.13 1.31 -2.65
C -0.08 -4.17 0.70
C 1.46 1.43 -2.20
C -1.98 -3.58 -0.40
C -1.83 0.81 -0.71
C 0.06 4.53 1.76
C -2.72 -0.92 -1.93
C -0.89 -0.55 3.25
C 3.03 -1.23 -2.68
C 3.13 0.23 0.25
C -1.12 5.24 1.89
C 4.09 0.42 1.23
C 0.29 -3.81 -0.60
C 4.04 -0.25 2.44
C -2.37 3.32 1.16
C -0.87 -3.41 -1.28
C 3.00 -1.13 2.68
H -0.28 0.20 5.03
H -0.93 -3.10 -2.30
H 3.88 -1.03 -2.03
H -3.56 2.02 -3.34
H -3.02 -3.39 -0.60
H -1.17 -1.29 5.13
H -3.96 -0.45 -3.60
H 2.93 -2.32 -2.76
H 1.01 5.00 1.99
H 0.95 1.77 -3.10
H 0.94 1.89 -1.35
H 0.69 -0.61 -4.38
H -2.17 2.79 -1.42
H 4.80 -0.09 3.20
H 3.28 -0.86 -3.68
H -1.10 6.27 2.23
H -2.84 -1.98 -2.07
H 4.90 1.11 1.03
H -3.26 5.18 1.73
H -0.18 -1.89 -3.58
H -2.06 -4.29 1.70
H 0.59 -4.45 1.50
H 2.88 -1.67 3.61
H -0.70 -0.21 -3.41
H -3.32 2.85 0.94
H 3.22 0.79 -0.66
H 1.30 -3.75 -0.98
H 0.95 2.64 1.25
H 2.46 1.86 -2.23
```